[1]
# C17H31N4O3OsPS2

A molecular structure, C17H31N4O3OsPS2 (the ωB97M-V functional and the def2-TZVPD basis, the Open Molecules 2025 dataset).

⟨S²⟩: 0.755
Orbital gap (spin up / spin down) in hartree: 0.3093 / 0.2764
Molecular weight in g mol⁻¹: 624.80
Multiplicity: 2
Net charge: +1
Energy relative to the best compared isomer or geometry (same formula, charge and spin) in kJ/mol: 0.0
Max |F| in eV/A: 0.57
HOMO energy (spin up / spin down) in eV: -11.24 / -11.02

Positions of all 59 atoms, in Å:
H  -4.79033  1.65437  1.18041
H  4.38581  1.31246  3.92555
C  5.33729  3.59293  -0.27294
H  -1.63653  -5.10974  0.57201
C  0.32664  -3.81200  -1.85052
N  -4.51688  1.19310  -0.82602
H  -0.49052  0.23097  2.92656
H  -1.81540  0.17087  -2.19359
H  2.17174  -2.49985  -3.25562
O  3.12802  2.07232  1.69742
C  -1.02217  -3.07896  0.39897
H  -1.68830  -0.94901  2.38289
H  3.88627  3.63537  -1.88259
H  -3.56693  2.54407  -2.09304
H  5.37623  3.33333  0.78335
C  0.31455  -2.51325  -1.37918
H  -4.16077  2.97072  0.20041
H  6.04756  2.97478  -0.81968
C  -4.50361  -0.23913  -0.55877
H  -2.58968  1.12618  1.78804
H  2.41519  -3.68771  -4.48047
H  3.47337  -0.07267  3.29881
O  0.88411  -5.37540  -3.52120
H  -3.11796  -1.08254  0.91426
H  -1.42999  1.78157  -1.60123
H  2.42896  2.81006  3.46262
C  -2.64971  1.50452  0.76902
C  -2.15634  0.97436  -1.53803
H  -1.53622  -2.75878  1.29273
N  1.89775  -3.36643  -3.67894
H  -4.80144  -0.76151  -1.46833
C  -0.65259  -0.62250  2.26231
P  2.52662  1.51622  0.35536
H  -0.38699  -5.79233  -1.51930
H  -5.24552  -0.46403  0.20757
C  -1.07079  -4.39699  -0.01059
H  0.00096  -1.42611  2.61693
Os  -0.02692  -0.09778  0.35920
C  -3.57566  1.47030  -1.90457
O  3.54817  2.00185  -0.71653
H  3.21295  4.02652  -0.29333
C  -4.09258  1.89731  0.37840
S  2.29399  -0.48426  0.30948
H  -2.71117  -1.47789  -0.76052
C  -3.09648  -0.69978  -0.10480
C  2.51604  1.82951  2.99968
H  -1.97315  2.35416  0.68988
H  0.82498  -1.71376  -1.89890
S  0.60594  2.14677  0.10436
N  -0.34825  -2.13508  -0.27270
C  -0.38827  -4.77523  -1.15128
C  1.06483  -4.25763  -3.09135
H  2.95209  0.73825  4.78219
C  3.94588  3.41342  -0.82014
C  3.38899  0.89365  3.79528
H  5.63325  4.63655  -0.38437
N  -2.12930  0.43631  -0.14100
H  -3.93159  0.98135  -2.81160
H  1.51386  1.42623  2.84742



[2]
# C17H31NO3

C17H31NO3 in the gas phase (the ωB97M-V functional and the def2-TZVPD basis, the Open Molecules 2025 dataset).

SMILES: CCCCC[C@@H](C(=O)O)[C@@H](C)CC(=O)NC1CCCCC1
Orbital gap in hartree: 0.3583
Molecular weight in g mol⁻¹: 297.44
Multiplicity: 1
Energy relative to the best compared isomer or geometry (same formula, charge and spin) in kJ/mol: 5.9
Max |F| in eV/A: 0.73
HOMO energy in eV: -9.19

Positions of all 52 atoms, in Å:
H  4.40503  -1.71931  -1.27814
H  -4.93446  -1.35995  -0.76412
H  2.11838  -0.28687  1.67521
C  -4.67825  -2.40370  -0.60265
H  -1.16958  4.26172  -0.66627
C  -1.19918  0.21096  0.71678
C  2.04740  -1.84338  0.18204
H  -3.77902  -3.65437  0.88668
H  -0.54833  -0.25290  -0.02090
H  5.55362  -0.08705  0.16034
H  0.25921  3.94246  2.31355
H  4.56617  -2.06440  1.26933
C  -1.19797  2.11973  -1.00239
H  4.05707  0.81270  0.39549
H  -1.83985  1.40641  -1.52853
C  -1.77707  3.52258  -1.18422
H  2.07192  -1.46115  -1.94314
H  -4.49645  -2.17780  1.52875
O  0.27903  -0.12674  -2.67077
H  2.47875  -2.83490  0.02789
H  -2.14445  2.13418  0.92609
H  2.32838  -1.91660  2.31463
O  1.04692  1.99895  1.32752
C  3.92829  -0.75698  -1.08140
H  -4.08132  -2.74628  -1.44479
H  -1.99636  -2.20758  1.59492
H  4.16720  -0.08722  -1.90983
H  0.10192  2.45596  -2.66076
H  -2.78845  3.57475  -0.78762
H  -1.81193  3.78491  -2.23880
H  4.47646  -0.65687  2.33223
H  -1.96235  -2.30480  -0.16694
H  -5.60179  -2.97798  -0.57989
O  -0.47933  3.52609  1.83989
C  2.58423  -1.25511  1.48390
C  0.71858  0.62539  -1.82148
C  -3.91044  -2.58566  0.70152
H  0.96353  -1.95703  0.23727
H  0.91004  2.65658  -1.10117
C  4.46780  -0.18490  0.22776
C  4.09812  -1.08568  1.40201
C  -2.53172  -1.92520  0.68439
H  -3.23016  -0.01845  1.40311
N  1.73194  0.30828  -0.99443
C  -0.08986  2.39651  1.24354
H  1.92297  0.91104  -0.20724
C  -1.21991  1.73166  0.49897
C  0.19252  2.04797  -1.65145
H  -0.78983  -0.00976  1.70578
H  -3.03643  -0.10932  -0.35024
C  2.41177  -0.96953  -1.02418
C  -2.59280  -0.40139  0.60176



[3]
# C17H31NO5

C17H31NO5 in the gas phase (the ωB97M-V functional and the def2-TZVPD basis, the Open Molecules 2025 dataset).

SMILES: CCCCCCCCCOC(=O)[C@H](CC(=O)O)N1CCOCC1
Orbital gap in hartree: 0.3492
Molecular weight in g mol⁻¹: 329.44
Multiplicity: 1
Energy relative to the best compared isomer or geometry (same formula, charge and spin) in kJ/mol: 6.5
Max |F| in eV/A: 0.77
HOMO energy in eV: -8.83

Positions of all 54 atoms, in Å:
H  0.01432  -3.47981  1.36886
O  -1.36556  -2.14622  0.70330
H  5.88030  1.27363  -1.20202
C  -4.16937  2.92704  0.78661
H  1.24158  -1.35562  -2.14580
H  -1.57731  1.34949  -0.22163
H  -2.66292  1.84804  1.90171
H  5.50093  1.52877  1.26150
C  5.12415  0.66050  0.71508
H  -3.72270  -2.72323  0.19929
H  -2.46614  2.85756  -1.96464
H  -0.27309  -0.89765  -1.37319
H  -2.47241  0.39636  -1.44273
C  -5.28853  -1.40465  -0.39840
H  7.62911  -0.51580  0.55333
C  -3.14764  2.42728  -1.22875
H  -4.33772  1.27870  2.16068
N  -3.49626  0.64722  0.36316
H  -4.11296  2.20223  -1.70773
C  6.00824  0.43762  -0.51044
H  0.46240  -1.76470  1.57883
C  -3.62770  1.64175  1.41534
O  -1.11093  -0.19603  1.78426
H  0.25518  -3.28146  -1.07149
C  0.75888  -1.19985  -1.17783
H  0.97863  0.14254  0.50465
H  3.12637  1.20511  1.27752
H  -6.50489  -0.88856  -1.77439
O  -6.12481  -1.41914  0.46206
H  3.58401  1.72881  -0.34167
H  1.37211  0.84092  -1.05791
C  0.00909  -2.49173  0.90008
O  -5.56420  -1.10440  -1.67047
C  1.47162  -0.06046  -0.44729
H  5.70133  -0.47300  -1.02764
O  -3.32336  3.40479  -0.23280
C  7.47861  0.31923  -0.12773
H  -4.23305  3.72310  1.52998
C  -3.82364  -1.71270  -0.19646
H  -3.82898  -0.83355  1.75460
H  -3.30677  -1.64662  -1.15143
H  8.09324  0.15697  -1.01033
H  7.81962  1.22706  0.36544
H  3.08154  -1.15989  0.48317
C  -3.26045  -0.71130  0.82333
C  -2.57112  1.13572  -0.64645
H  -5.17054  2.72709  0.37492
C  3.65456  0.90272  0.36997
H  3.42254  -0.60267  -1.15813
C  0.74430  -2.53898  -0.43715
H  5.20258  -0.20423  1.37857
H  1.76326  -2.87680  -0.24830
C  -1.79226  -0.97532  1.16684
C  2.95680  -0.32587  -0.21030